# 1
Entry from the OMol25 dataset: C4H9NO3 as an isolated structure in a non-equilibrium geometry (the ωB97M-V functional and the def2-TZVPD basis).

Computed properties:
Relative energy (zero: lowest compared OMol25 entry of this formula, charge and spin), kJ/mol: 305.43
HOMO-LUMO gap, hartree: 0.3635
Highest occupied orbital energy, eV: -9.246

Cartesian coordinates (Å):
C (-0.63, -0.86, -0.26)
C (0.74, -0.84, 0.23)
C (1.85, -0.45, -0.68)
C (-1.05, 0.69, 0.30)
N (-0.73, 1.66, -0.68)
O (-1.45, -1.79, 0.39)
O (0.44, 0.72, 1.23)
O (-2.10, 0.66, 0.95)
H (-2.16, -1.24, 0.79)
H (0.10, 0.49, 2.10)
H (-0.73, -0.85, -1.35)
H (0.95, -1.53, 1.04)
H (-1.57, 2.16, -0.96)
H (-0.03, 2.31, -0.35)
H (1.54, 0.36, -1.34)
H (2.73, -0.16, -0.12)
H (2.09, -1.32, -1.30)

Löwdin atomic charges, in units of e: atom 1 (C): -0.2956, atom 2 (C): -0.0703, atom 3 (C): -0.0426, atom 4 (C): -0.5918, atom 5 (N): 0.1202, atom 6 (O): -0.0222, atom 7 (O): -0.0517, atom 8 (O): 0.0083, atom 9 (H): 0.0881, atom 10 (H): 0.1014, atom 11 (H): 0.1514, atom 12 (H): 0.1456, atom 13 (H): 0.0958, atom 14 (H): 0.0875, atom 15 (H): 0.0848, atom 16 (H): 0.0884, atom 17 (H): 0.1027

# 2
Entry from the OMol25 dataset: a 2-piece molecular cluster, C4H9NO3 overall in a non-equilibrium geometry (the ωB97M-V functional and the def2-TZVPD basis).

Computed properties:
SMILES: NC(=O)CCC=O.O
Relative energy (zero: lowest compared OMol25 entry of this formula, charge and spin), kJ/mol: 70.28
HOMO-LUMO gap, hartree: 0.3797
Highest occupied orbital energy, eV: -9.750

Cartesian coordinates (Å):
N (-0.69, -0.62, -1.93)
C (-1.39, 0.22, -1.16)
O (-2.55, 0.55, -1.36)
C (-0.56, 0.91, -0.06)
C (-0.53, 0.02, 1.21)
C (0.62, 0.37, 2.11)
O (1.78, 0.14, 1.88)
H (0.30, -0.78, -1.71)
H (-1.15, -1.33, -2.48)
H (-1.06, 1.88, 0.12)
H (0.44, 1.13, -0.41)
H (-0.50, -1.03, 0.91)
H (-1.47, 0.15, 1.74)
H (0.44, 1.04, 2.97)
O (2.46, -1.09, -0.59)
H (3.33, -1.50, -0.63)
H (2.47, -0.47, 0.16)

Löwdin atomic charges, in units of e: atom 1 (N): 0.1729, atom 2 (C): -0.5708, atom 3 (O): 0.0475, atom 4 (C): -0.0998, atom 5 (C): -0.1345, atom 6 (C): -0.2370, atom 7 (O): 0.0388, atom 8 (H): 0.0940, atom 9 (H): 0.1149, atom 10 (H): 0.1250, atom 11 (H): 0.1108, atom 12 (H): 0.1260, atom 13 (H): 0.1151, atom 14 (H): 0.1275, atom 15 (O): -0.0760, atom 16 (H): 0.0434, atom 17 (H): 0.0023

# 3
Entry from the OMol25 dataset: a 2-piece molecular cluster, C4H9NO3 overall in a non-equilibrium geometry (the ωB97M-V functional and the def2-TZVPD basis).

Computed properties:
SMILES: O=CCCNC=O.O
Relative energy (zero: lowest compared OMol25 entry of this formula, charge and spin), kJ/mol: 271.66
HOMO-LUMO gap, hartree: 0.3601
Highest occupied orbital energy, eV: -9.444

Cartesian coordinates (Å):
O (2.00, 1.93, -1.66)
C (1.02, 1.24, -1.65)
C (0.80, -0.32, -1.80)
C (-0.48, -0.84, -1.10)
N (-0.47, -1.57, 0.17)
C (-0.51, -1.06, 1.53)
O (-0.15, -1.82, 2.39)
H (0.13, 1.88, -1.52)
H (0.54, -0.59, -2.83)
H (1.74, -0.88, -1.44)
H (-1.06, 0.07, -0.94)
H (-0.92, -1.54, -1.96)
H (-0.10, -2.44, 0.02)
H (-1.09, -0.12, 1.79)
O (-1.49, 1.89, 1.73)
H (-2.28, 2.38, 1.44)
H (-1.51, 2.11, 2.72)

Löwdin atomic charges, in units of e: atom 1 (O): 0.0422, atom 2 (C): -0.2483, atom 3 (C): -0.1329, atom 4 (C): -0.2313, atom 5 (N): 0.0234, atom 6 (C): -0.2887, atom 7 (O): 0.0128, atom 8 (H): 0.1077, atom 9 (H): 0.0963, atom 10 (H): 0.1438, atom 11 (H): 0.0929, atom 12 (H): 0.1498, atom 13 (H): 0.0798, atom 14 (H): 0.1159, atom 15 (O): -0.1056, atom 16 (H): 0.0567, atom 17 (H): 0.0854

> Among the records above, which one has the lowest HOMO-LUMO gap?

number 3